[1]
# C37H51N4OP2Ti

A structure of composition C37H51N4OP2Ti at a distorted geometry (ωB97M-V with the def2-TZVPD basis set, the OMol25 dataset).

As for the spin multiplicity: 3. Its expectation value of S² is 2.0400. For the HOMO-LUMO gap (spin up / spin down), the calculation gives 5.14 / 6.70 eV. Its LUMO energy (spin up / spin down) is -3.330 / -3.271 eV. As for the highest occupied orbital energy (spin up / spin down): -8.469 / -9.975 eV. Its total charge is +1.

Geometry (Å):
C -1.7395 -1.2824 -2.0347
C 0.5088 -1.4097 -1.5188
C -1.4442 -1.9856 -3.2143
C 0.7983 -2.3926 -2.4469
C -0.2092 -2.6089 -3.3582
H -2.2430 -2.2213 -3.9125
H 1.7496 -2.9255 -2.4748
H -0.0400 -3.3267 -4.1478
N -0.7711 -1.1501 -1.1263
P -2.8580 0.0380 0.1090
P 3.0847 0.2122 -0.0880
C -3.0369 -0.5886 -1.6408
H -3.2029 0.2410 -2.3513
H -3.9126 -1.2453 -1.7689
C 1.3877 1.4161 1.4164
O 1.8025 2.3669 1.9988
C 1.4389 -0.5365 -0.6038
H 1.5881 -1.3545 0.2908
C 4.1845 0.2534 -1.4948
C 3.7949 -0.7391 1.4503
C -3.5380 1.7869 0.0657
C -3.9597 -1.2124 0.9875
C 4.2150 1.7752 -1.8123
H 4.5585 2.3582 -0.9457
H 4.8890 1.9458 -2.6582
H 3.2215 2.1386 -2.0865
C 5.6394 -0.2050 -1.2436
H 6.0764 0.2802 -0.3631
H 5.7395 -1.2926 -1.1554
H 6.2295 0.1043 -2.1175
C 3.5983 -0.5324 -2.6810
H 4.1891 -0.2506 -3.5696
H 3.6411 -1.6278 -2.5471
H 2.5534 -0.2532 -2.8804
C 4.7586 0.2964 2.0825
H 4.2039 1.1965 2.3929
H 5.2255 -0.1480 2.9751
H 5.5516 0.6103 1.3961
C 2.7618 -1.0704 2.5563
H 2.1995 -0.1733 2.8472
H 2.0608 -1.8768 2.2916
H 3.3044 -1.4113 3.4598
C 4.5109 -2.0529 1.0579
H 5.5007 -1.8562 0.6403
H 4.6562 -2.6583 1.9652
H 3.9319 -2.6594 0.3459
C -4.1911 -0.7432 2.4336
H -4.6909 -1.5644 2.9693
H -3.2472 -0.5292 2.9539
H -4.8419 0.1401 2.4967
C -3.2102 -2.5565 1.0193
H -2.9531 -2.9314 0.0198
H -2.2910 -2.5115 1.6170
H -3.8797 -3.2888 1.4951
C -5.3152 -1.4524 0.2822
H -5.9206 -2.0894 0.9451
H -5.8823 -0.5337 0.0930
H -5.2037 -1.9998 -0.6637
C -2.7605 2.5771 -1.0074
H -2.9494 2.2028 -2.0220
H -3.0562 3.6416 -0.9616
H -1.6745 2.5451 -0.8183
C -3.3004 2.4577 1.4289
H -2.2373 2.6312 1.6427
H -3.7937 3.4401 1.4063
H -3.7151 1.8839 2.2659
C -5.0404 1.7895 -0.2478
H -5.2922 1.2533 -1.1723
H -5.6336 1.3905 0.5861
H -5.3462 2.8361 -0.3928
Ti -0.3616 -0.1177 0.6158
N 0.4222 1.5300 -0.0270
C 1.2462 0.9557 -0.9524
C 1.0906 1.5331 -2.3820
C 1.0232 2.9460 -2.6213
C 0.7758 0.8005 -3.5681
C 1.0335 3.5167 -3.8984
H 0.8991 3.6133 -1.7520
C 0.8123 1.3883 -4.8594
H 0.3948 -0.2292 -3.4659
C 0.9767 2.7529 -5.0452
H 1.0179 4.5896 -4.0383
H 0.6561 0.7737 -5.7579
H 0.9614 3.2251 -6.0360
N -1.5061 -1.4544 7.7832
C -1.3168 -1.2529 6.6375
C -1.0820 -0.9875 5.2467
C -0.7649 -2.0242 4.3727
C -0.5229 -1.7415 3.0338
N -0.6109 -0.4517 2.6022
C -0.9077 0.5723 3.4347
C -1.1650 0.3236 4.7641
H -0.7029 -3.0541 4.7157
H -0.2370 -2.5040 2.3111
H -0.8825 1.5847 3.0060
H -1.4227 1.1507 5.4244

***

[2]
# C37H52Cl36N3

A structure of composition C37H52Cl36N3 at a distorted geometry (ωB97M-V with the def2-TZVPD basis set, the OMol25 dataset).

As for the spin multiplicity: 1. For the HOMO-LUMO gap, the calculation gives 8.85 eV. Its LUMO energy is -2.551 eV. As for the highest occupied orbital energy: -11.405 eV. The relative energy (zero: lowest compared OMol25 entry of this formula, charge and spin) is 134.7 kcal per mole. Its total charge is +1.

Geometry (Å):
C 3.6065 -1.7183 1.7285
C 2.3608 -1.7396 1.2797
N 1.9654 -2.1541 -0.0841
C 3.1883 -2.3777 -0.9598
N 3.8367 -3.6407 -0.6653
C 1.1014 -1.1029 -0.7311
C -0.3215 -0.9840 -0.1449
C -1.3995 -1.1452 -1.2562
C -2.1110 0.1728 -1.5679
C -2.9509 0.1934 -2.8561
C -3.8001 -1.0676 -3.1675
C -5.2050 -1.0623 -2.5115
C -5.2633 -1.6519 -1.0658
C -5.4371 -0.5322 0.0091
C -4.4156 -0.7250 1.1686
C -4.0073 0.6359 1.7393
C -2.9301 0.5232 2.8593
C -1.6076 1.2610 2.5394
C -1.2022 2.3290 3.5988
C -1.3219 3.7848 3.0928
C 0.0435 4.5348 3.1311
C 0.2450 5.4779 1.9192
C 1.6177 5.2703 1.2095
C 2.0867 6.5484 0.4853
C 1.0236 7.0812 -0.5282
C 1.2482 -3.4979 0.0209
C 0.5730 -3.8975 -1.0839
C -0.1140 -5.0841 -1.0028
C -0.0763 -5.7816 0.1764
C 0.6635 -5.2487 1.1981
N 1.3156 -4.1071 1.1566
H 4.4519 -1.4129 1.1100
H 3.8987 -2.0434 2.7369
H 1.5571 -1.4061 1.9315
H 2.8951 -2.4253 -2.0112
H 3.8690 -1.5278 -0.8861
H 3.9608 -4.1668 -1.5228
H 4.7636 -3.4585 -0.2950
H 1.6063 -0.1458 -0.5533
H 1.1111 -1.2185 -1.8157
H -0.5292 -1.6780 0.6746
H -0.4403 0.0264 0.2620
H -2.1310 -1.9053 -0.9648
H -0.9732 -1.5159 -2.2003
H -2.7039 0.4711 -0.7000
H -1.3357 0.9473 -1.6838
H -2.3305 0.4240 -3.7393
H -3.6663 1.0235 -2.7895
H -3.3121 -2.0256 -2.9602
H -3.9740 -1.0515 -4.2528
H -5.6850 -0.0816 -2.5834
H -5.8324 -1.7275 -3.1215
H -6.1789 -2.2557 -1.0358
H -4.4323 -2.3266 -0.8469
H -5.2562 0.4327 -0.4742
H -6.4530 -0.5336 0.4147
H -4.7722 -1.4160 1.9383
H -3.5393 -1.1976 0.7025
H -3.6212 1.3134 0.9698
H -4.9238 1.1069 2.1213
H -2.6849 -0.5382 2.9907
H -3.3869 0.8806 3.7861
H -0.7922 0.5261 2.4807
H -1.6247 1.7755 1.5713
H -1.8741 2.2344 4.4609
H -0.1987 2.1159 3.9828
H -2.0595 4.3336 3.6814
H -1.6736 3.8217 2.0535
H 0.0258 5.1641 4.0287
H 0.8523 3.7956 3.1909
H 0.2145 6.5407 2.1921
H -0.5136 5.3451 1.1413
H 1.5024 4.4832 0.4505
H 2.3878 4.9938 1.9380
H 2.2633 7.3282 1.2332
H 3.0014 6.3218 -0.0690
H 1.4511 7.1206 -1.5350
H 0.1415 6.4399 -0.5767
H 0.7455 8.0987 -0.2437
H 0.5074 -3.3484 -2.0153
H -0.7103 -5.4694 -1.8378
H -0.5890 -6.7232 0.3266
H 0.7183 -5.8121 2.1300
C -0.8602 -7.9129 -4.6081
Cl -2.5517 -8.1893 -5.0106
Cl -0.0334 -9.4558 -4.3937
Cl -0.0847 -6.9995 -5.9063
Cl -0.7598 -6.9746 -3.0948
C -1.3407 -0.6101 -7.1686
Cl -0.2689 -0.7916 -8.5585
Cl -2.2278 0.9100 -7.2962
Cl -2.4809 -1.9599 -7.1177
Cl -0.3771 -0.6015 -5.6790
C 5.9927 5.8874 -2.6067
Cl 5.9884 5.2760 -4.2658
Cl 7.6129 6.4530 -2.1899
Cl 4.8455 7.2249 -2.4675
Cl 5.5214 4.5884 -1.5020
C 6.1505 0.4036 -0.6503
Cl 5.7847 1.1745 -2.1932
Cl 5.8273 1.5463 0.6539
Cl 5.1253 -1.0352 -0.4465
Cl 7.8468 -0.0767 -0.6109
C 2.9946 1.0719 3.9877
Cl 4.6878 0.7902 4.3830
Cl 2.7788 2.6058 3.1077
Cl 2.4124 -0.2608 2.9657
Cl 2.0519 1.1261 5.4786
C 6.9764 4.4406 3.6354
Cl 6.7761 5.1310 5.2476
Cl 8.2314 3.1941 3.6749
Cl 5.4472 3.7121 3.1167
Cl 7.4400 5.7114 2.4982
C -5.3063 -7.0668 -7.6899
Cl -6.2715 -6.2370 -8.9130
Cl -6.0049 -6.7796 -6.0893
Cl -5.2919 -8.8016 -8.0225
Cl -3.6492 -6.4498 -7.7233
C -4.6325 5.2421 5.4610
Cl -3.0122 5.8675 5.7982
Cl -5.1827 4.2678 6.8282
Cl -5.7433 6.5908 5.2110
Cl -4.5887 4.2371 4.0035
C 2.8273 -5.0396 5.0635
Cl 2.7897 -3.8132 3.7829
Cl 1.1873 -5.6392 5.3418
Cl 3.8685 -6.3740 4.5602
Cl 3.4560 -4.3259 6.5502